# C26H24AuN4PS

C26H24AuN4PS as an isolated structure (ωB97M-V/def2-TZVPD, the Open Molecules 2025 dataset).

As for the orbital gap: 6.7 eV.

```
! wB97M-V def2-TZVPD RIJCOSX def2/J DEFGRID3
* xyz 0 1
Au 0.17 -0.04 -0.61
S -1.88 -1.18 -1.21
C -3.01 0.09 -0.87
N -4.30 0.02 -0.72
N -4.97 -1.13 -0.91
C -4.81 -2.10 -1.90
C -4.20 -1.83 -3.12
C -4.14 -2.82 -4.09
C -4.70 -4.07 -3.87
C -5.33 -4.32 -2.67
C -5.39 -3.35 -1.68
N -2.62 1.44 -0.61
N -1.41 1.68 -0.55
C -1.07 3.06 -0.36
C 0.26 3.35 -0.14
C 0.66 4.66 0.05
C -0.28 5.68 0.02
C -1.62 5.38 -0.20
C -2.03 4.07 -0.39
H -5.86 -1.11 -0.45
H -3.79 -0.85 -3.31
H -3.65 -2.60 -5.03
H -4.64 -4.83 -4.64
H -5.79 -5.29 -2.48
H -5.87 -3.56 -0.73
H 0.98 2.54 -0.13
H 1.71 4.89 0.22
H 0.03 6.71 0.16
H -2.35 6.18 -0.23
H -3.06 3.83 -0.56
C 2.74 -2.28 -0.46
P 2.12 -0.74 0.29
C 1.75 -1.16 2.01
C 1.13 -0.20 2.81
C 0.79 -0.48 4.12
C 1.05 -1.74 4.65
C 1.65 -2.71 3.86
C 2.01 -2.42 2.55
C 3.63 0.28 0.38
C 4.05 0.92 -0.78
C 5.21 1.66 -0.79
C 5.97 1.78 0.37
C 5.55 1.16 1.53
C 4.38 0.40 1.54
H 3.59 -2.68 0.08
H 3.05 -2.05 -1.48
H 1.93 -3.01 -0.51
H 0.91 0.78 2.39
H 0.31 0.28 4.72
H 0.76 -1.96 5.66
H 1.85 -3.69 4.27
H 2.48 -3.19 1.95
H 3.45 0.85 -1.68
H 5.53 2.16 -1.70
H 6.88 2.36 0.37
H 6.13 1.25 2.44
H 4.06 -0.08 2.45
*
```

Atomic partial charges in e from the Löwdin method, atoms 1 to 2: Au 0.44; S 0.51

***

# C26H24BrGeN3O3RuSe3Te

C26H24BrGeN3O3RuSe3Te as an isolated structure (ωB97M-V/def2-TZVPD, the Open Molecules 2025 dataset).

As for the orbital gap (alpha / beta): 5.3 / 5.6 eV.

```
! wB97M-V def2-TZVPD RIJCOSX def2/J DEFGRID3
* xyz 1 2
Ru 0.24 0.56 -0.37
Se -0.07 1.54 1.65
Se -2.42 1.82 5.70
Te -0.49 2.52 4.56
Se 0.70 0.49 3.53
C 1.89 -3.94 -3.02
C 1.14 -2.71 -2.56
O 1.62 -1.90 -1.79
N -0.11 -2.53 -3.08
C -0.92 -1.38 -2.79
C -0.36 -0.10 -3.36
C -0.54 0.22 -4.69
C 0.07 1.34 -5.22
C 0.87 2.12 -4.41
C 1.00 1.76 -3.08
N 0.38 0.69 -2.55
H 2.22 -4.49 -2.14
H 2.78 -3.62 -3.56
H 1.29 -4.60 -3.65
H -0.49 -3.24 -3.69
H -1.06 -1.27 -1.71
H -1.90 -1.57 -3.24
H -1.15 -0.43 -5.31
H -0.07 1.60 -6.26
H 1.39 2.99 -4.78
H 1.61 2.34 -2.40
Ge -1.99 1.64 -0.73
C -1.57 3.53 -0.44
C -1.84 4.15 0.79
C -1.50 5.48 1.00
C -0.88 6.21 0.00
C -0.60 5.61 -1.22
C -0.95 4.28 -1.43
C -3.57 1.17 0.29
C -4.75 0.96 -0.43
C -5.96 0.81 0.23
C -6.02 0.86 1.61
C -4.85 1.03 2.34
C -3.63 1.17 1.68
H -2.40 1.55 -2.22
H -2.34 3.60 1.58
H -1.73 5.94 1.95
H -0.61 7.24 0.16
H -0.12 6.17 -2.01
H -0.76 3.83 -2.40
H -4.72 0.92 -1.51
H -6.87 0.65 -0.34
H -6.97 0.75 2.12
H -4.88 1.06 3.42
H -2.74 1.27 2.28
Br 6.37 -3.30 2.06
C 4.49 -3.24 2.09
C 3.77 -4.28 2.66
N 2.44 -4.30 2.69
C 1.79 -3.28 2.15
C 2.43 -2.20 1.56
C 3.82 -2.18 1.53
C 1.66 -1.11 0.93
O 0.38 -1.24 0.77
O 2.20 -0.04 0.58
H 4.29 -5.13 3.09
H 0.71 -3.31 2.20
H 4.34 -1.35 1.07
*
```

Atomic partial charges in e from the Löwdin method, atoms 1 to 2: Ru 0.86; Se 0.33

***

# C26H24Cl2IrN4O5

C26H24Cl2IrN4O5 as an isolated structure (ωB97M-V/def2-TZVPD, the Open Molecules 2025 dataset).

As for the orbital gap (alpha / beta): 5.8 / 3.5 eV.

```
! wB97M-V def2-TZVPD RIJCOSX def2/J DEFGRID3
* xyz 2 2
Ir 0.10 1.02 0.57
O -0.72 -4.18 1.72
C 0.03 -4.21 0.63
C 0.31 -5.49 0.12
C 1.10 -5.64 -0.99
C 1.62 -4.51 -1.65
C 1.32 -3.25 -1.16
C 0.53 -3.08 -0.02
C 0.23 -1.72 0.42
O 0.66 -0.73 -0.31
N -0.46 -1.56 1.55
N -0.66 -0.25 1.82
C -1.28 0.25 2.83
C -1.32 1.71 2.88
C -1.96 2.41 3.88
C -1.94 3.80 3.86
C -1.27 4.45 2.84
C -0.65 3.70 1.86
N -0.66 2.37 1.88
H -0.83 -3.24 2.03
H -0.10 -6.34 0.65
H 1.32 -6.63 -1.37
H 2.24 -4.63 -2.52
H 1.71 -2.38 -1.66
H -1.74 -0.38 3.58
H -2.47 1.87 4.67
H -2.44 4.36 4.64
H -1.24 5.53 2.79
H -0.13 4.16 1.03
Cl 7.18 2.20 0.03
C 5.59 1.81 0.48
C 5.36 1.09 1.65
C 4.07 0.78 2.02
Cl 3.76 -0.10 3.43
C 2.94 1.17 1.21
O 1.78 0.82 1.62
C 3.21 1.92 0.01
C 2.20 2.45 -0.88
O 0.97 2.31 -0.80
C 4.52 2.22 -0.33
H 6.19 0.78 2.27
H 2.56 3.07 -1.71
H 4.73 2.79 -1.22
O -1.76 1.08 -0.31
C -2.20 1.24 -1.47
C -3.67 1.17 -1.69
C -3.92 -0.35 -1.96
C -3.02 -1.03 -3.00
C -1.54 -1.25 -2.61
C -0.64 -0.02 -2.81
N -1.43 1.22 -2.57
H -3.96 1.76 -2.56
H -4.23 1.50 -0.82
H -4.96 -0.45 -2.27
H -3.83 -0.88 -1.01
H -3.09 -0.51 -3.97
H -3.46 -2.01 -3.18
H -1.13 -2.07 -3.20
H -1.50 -1.57 -1.56
H -0.28 0.05 -3.83
H 0.22 -0.05 -2.15
H -1.99 1.43 -3.39
*
```

Atomic partial charges in e from the Löwdin method, atoms 1 to 2: Ir 1.50; O 0.09

***

# C26H24Cl2N4O8

A 5-piece molecular cluster, C26H24Cl2N4O8 overall (ωB97M-V/def2-TZVPD, the Open Molecules 2025 dataset).

The structure (SMILES) is O=[N+]([O-])c1ccccc1.O=[N+]([O-])c1ccccc1.O=[N+]([O-])c1ccccc1.O=[N+]([O-])c1ccccc1.ClCCCl. As for the orbital gap: 8.9 eV.

```
! wB97M-V def2-TZVPD RIJCOSX def2/J DEFGRID3
* xyz 0 1
Cl -8.33 -2.19 0.50
C -8.32 -3.63 1.59
C -7.02 -3.67 2.37
Cl -5.49 -3.85 1.47
H -8.32 -4.56 1.03
H -9.15 -3.58 2.30
H -6.99 -4.49 3.08
H -7.11 -2.74 2.94
C 0.75 2.45 0.12
C 0.31 3.02 -1.08
C 0.79 4.21 -1.52
C 1.83 4.78 -0.79
C 2.42 4.16 0.38
C 1.83 2.99 0.78
N 2.45 6.03 -1.25
O 2.31 6.32 -2.46
O 3.07 6.65 -0.43
H 0.34 1.47 0.32
H -0.49 2.62 -1.68
H 0.35 4.54 -2.45
H 3.14 4.64 1.02
H 2.18 2.55 1.70
C 5.53 2.59 -4.53
C 4.61 3.62 -4.60
C 3.26 3.30 -4.31
C 2.94 1.97 -4.01
C 3.97 1.03 -3.80
C 5.31 1.27 -4.14
N 1.52 1.52 -3.98
O 1.30 0.58 -3.24
O 0.73 2.00 -4.81
H 6.56 2.85 -4.73
H 4.93 4.65 -4.72
H 2.53 4.09 -4.18
H 3.74 0.01 -3.52
H 6.10 0.54 -4.25
C -3.97 -0.74 -2.35
C -2.66 -0.20 -2.47
C -1.62 -0.40 -1.50
C -1.93 -1.44 -0.58
C -3.19 -2.13 -0.60
C -4.18 -1.78 -1.46
N -0.92 -1.70 0.52
O 0.17 -1.26 0.38
O -1.35 -2.22 1.54
H -4.71 -0.35 -3.04
H -2.52 0.50 -3.29
H -0.70 0.18 -1.48
H -3.33 -2.97 0.07
H -5.16 -2.23 -1.46
C 2.64 -1.73 3.72
C 1.56 -2.34 3.20
C 0.77 -3.23 3.95
C 1.14 -3.53 5.26
C 2.19 -2.83 5.82
C 3.00 -1.97 5.04
N 0.34 -4.51 5.99
O 0.47 -4.53 7.25
O -0.62 -4.90 5.44
H 3.19 -1.10 3.04
H 1.48 -2.15 2.13
H -0.03 -3.79 3.48
H 2.51 -2.95 6.84
H 3.85 -1.44 5.46
*
```

Atomic partial charges in e from the Löwdin method, atoms 1 to 2: Cl 0.52; C -0.63

***

# C26H24Cl3MnN4O5

C26H24Cl3MnN4O5 as an isolated structure (ωB97M-V/def2-TZVPD, the Open Molecules 2025 dataset).

As for the orbital gap (alpha / beta): 7.0 / 6.6 eV.

```
! wB97M-V def2-TZVPD RIJCOSX def2/J DEFGRID3
* xyz -1 2
Mn 0.07 0.78 0.05
O -1.64 -0.23 0.38
C -2.52 -0.57 -0.48
C -3.14 -1.85 -0.42
C -4.10 -2.24 -1.32
C -4.54 -1.38 -2.34
C -3.98 -0.13 -2.42
C -2.97 0.28 -1.54
C -2.44 1.62 -1.64
N -1.34 1.98 -1.09
C -1.05 3.38 -0.92
C -1.19 3.64 0.58
N -0.52 2.55 1.27
C -0.89 2.26 2.46
C -0.23 1.28 3.29
C -0.72 1.07 4.59
C -0.09 0.23 5.48
C 1.09 -0.40 5.06
C 1.60 -0.22 3.80
C 0.95 0.61 2.84
O 1.41 0.74 1.66
H -2.81 -2.51 0.37
H -4.53 -3.23 -1.23
H -5.31 -1.70 -3.04
H -4.31 0.57 -3.19
H -3.05 2.38 -2.15
H -1.72 4.03 -1.51
H -0.02 3.55 -1.22
H -2.25 3.71 0.87
H -0.71 4.59 0.83
H -1.72 2.81 2.93
H -1.62 1.60 4.89
H -0.48 0.08 6.48
H 1.62 -1.05 5.76
H 2.51 -0.71 3.48
C 1.33 -3.67 2.38
C 1.41 -2.51 1.41
O 0.46 -1.80 1.17
N 2.62 -2.31 0.81
C 2.79 -1.19 -0.12
C 1.94 -1.32 -1.36
C 2.39 -2.08 -2.43
C 1.62 -2.21 -3.57
C 0.40 -1.56 -3.61
C 0.02 -0.81 -2.51
N 0.76 -0.68 -1.40
H 0.84 -3.30 3.28
H 2.31 -4.09 2.64
H 0.71 -4.45 1.94
H 3.35 -2.98 0.92
H 3.84 -1.16 -0.42
H 2.58 -0.26 0.39
H 3.37 -2.55 -2.36
H 1.97 -2.80 -4.41
H -0.25 -1.62 -4.47
H -0.92 -0.27 -2.52
Cl 3.44 1.87 -4.37
C 2.38 2.55 -3.12
Cl 2.82 4.26 -2.85
Cl 0.71 2.47 -3.72
C 2.55 1.80 -1.72
O 3.63 1.24 -1.55
O 1.55 1.92 -0.98
*
```

Atomic partial charges in e from the Löwdin method, atoms 1 to 2: Mn 0.72; O -0.11

***

# C26H24Cl5NOP2Yb

C26H24Cl5NOP2Yb as an isolated structure (ωB97M-V/def2-TZVPD, the Open Molecules 2025 dataset).

As for the orbital gap (alpha / beta): 5.9 / 6.4 eV.

```
! wB97M-V def2-TZVPD RIJCOSX def2/J DEFGRID3
* xyz 1 2
C -0.80 3.22 -1.36
C -0.68 1.84 -1.56
C 0.66 1.32 -1.55
C 1.79 2.11 -1.69
C 1.61 3.48 -1.55
C 0.34 4.01 -1.33
C 3.20 1.37 -1.79
C 2.99 -0.14 -2.07
C 1.81 -0.75 -1.66
C 1.56 -2.13 -1.89
C 2.57 -2.89 -2.46
C 3.77 -2.29 -2.83
C 3.97 -0.92 -2.66
H -1.80 3.67 -1.26
H 2.50 4.10 -1.60
H 0.24 5.09 -1.15
H 3.37 1.77 -2.84
H 2.40 -3.95 -2.65
H 4.56 -2.91 -3.26
H 4.91 -0.45 -2.93
N 0.85 0.04 -1.01
Yb -0.10 0.65 0.60
C -1.85 0.90 -1.88
H -1.71 0.44 -2.88
H -2.77 1.52 -1.93
C 0.20 -2.75 -1.63
H -0.45 -2.68 -2.52
H 0.35 -3.83 -1.42
P -2.35 -0.54 -0.83
P -0.78 -2.15 -0.22
C 0.39 -1.91 1.15
H -0.12 -1.74 2.11
H 0.97 -2.84 1.21
H 1.14 -1.11 0.98
C -1.80 -3.52 0.35
H -1.15 -4.39 0.48
H -2.26 -3.27 1.32
H -2.59 -3.77 -0.37
C -2.99 0.23 0.68
H -4.04 0.48 0.46
H -2.95 -0.45 1.54
H -2.50 1.17 0.98
C -3.74 -1.37 -1.62
H -4.04 -2.27 -1.06
H -4.59 -0.68 -1.66
H -3.48 -1.68 -2.64
C 3.52 1.45 -0.22
O 3.18 1.09 0.83
H 4.17 1.69 -1.99
Cl -1.97 -1.46 3.82
C -1.24 0.07 4.16
C -0.69 0.81 3.14
C -0.15 2.04 3.35
Cl 0.50 2.94 1.97
C -0.11 2.60 4.65
Cl 0.57 4.15 4.90
C -0.65 1.86 5.73
Cl -0.62 2.48 7.32
C -1.22 0.58 5.48
Cl -1.89 -0.34 6.76
*
```

Atomic partial charges in e from the Löwdin method, atoms 1 to 2: C -0.06; C -0.28

***

# C26H24F7O9PS

A 2-piece molecular cluster, C26H24F7O9PS overall (ωB97M-V/def2-TZVPD, the Open Molecules 2025 dataset).

The structure (SMILES) is CCP(C)c1c(S(=O)(=O)C(F)(F)C(F)(F)C(F)(F)F)ccc2c1C(=O)c1ccc(CCC(=O)O)cc1C2=O.COC(=O)OC. As for the orbital gap: 7.0 eV.

```
! wB97M-V def2-TZVPD RIJCOSX def2/J DEFGRID3
* xyz 0 1
C 3.56 -2.25 1.37
C 3.52 -1.07 0.38
P 1.84 -0.65 -0.26
C 1.72 1.18 -0.28
C 0.63 -1.20 1.08
C 0.63 -0.93 2.47
S 1.85 0.01 3.35
O 2.63 0.89 2.53
O 2.50 -0.90 4.24
C 1.00 1.21 4.55
F -0.04 0.64 5.19
F 1.98 1.42 5.45
C 0.54 2.63 4.10
F 1.59 3.33 3.65
F 0.11 3.21 5.23
C -0.63 2.73 3.06
F -1.58 3.53 3.51
F -1.17 1.53 2.84
F -0.19 3.21 1.91
C -0.31 -1.49 3.34
C -1.33 -2.26 2.84
C -1.39 -2.51 1.49
C -0.40 -2.03 0.62
C -0.56 -2.48 -0.81
O 0.33 -2.86 -1.52
C -1.98 -2.50 -1.28
C -2.32 -2.15 -2.58
C -3.64 -2.18 -2.96
C -4.65 -2.58 -2.08
C -6.09 -2.60 -2.50
C -6.96 -1.58 -1.76
C -7.03 -0.20 -2.37
O -7.95 0.54 -2.20
O -5.91 0.19 -3.08
C -4.29 -2.97 -0.79
C -2.97 -2.92 -0.40
C -2.54 -3.31 0.96
O -3.04 -4.21 1.60
H 4.37 -2.93 1.08
H 3.79 -1.91 2.37
H 2.65 -2.84 1.36
H 4.06 -1.35 -0.52
H 4.00 -0.19 0.79
H 2.55 1.66 0.23
H 0.79 1.46 0.18
H 1.69 1.50 -1.31
H -0.26 -1.34 4.40
H -2.08 -2.68 3.50
H -1.54 -1.85 -3.26
H -3.91 -1.90 -3.97
H -6.52 -3.59 -2.37
H -6.13 -2.39 -3.57
H -6.59 -1.44 -0.74
H -7.99 -1.91 -1.70
H -6.12 0.18 -4.02
H -5.04 -3.31 -0.10
C 4.30 4.90 -1.01
O 4.32 3.86 -1.99
C 5.40 3.87 -2.77
O 6.31 4.65 -2.71
O 5.30 2.86 -3.63
C 6.40 2.74 -4.54
H 3.38 4.77 -0.46
H 5.15 4.81 -0.34
H 4.31 5.88 -1.48
H 7.32 2.57 -4.00
H 6.49 3.64 -5.15
H 6.17 1.88 -5.17
*
```

Atomic partial charges in e from the Löwdin method, atoms 1 to 2: C -0.14; C -0.41

***

# C26H24FeO3S

C26H24FeO3S as an isolated structure (ωB97M-V/def2-TZVPD, the Open Molecules 2025 dataset).

As for the orbital gap (alpha / beta): 3.8 / 5.7 eV.

```
! wB97M-V def2-TZVPD RIJCOSX def2/J DEFGRID3
* xyz -2 5
C 5.65 -0.29 2.48
C 4.56 0.06 3.33
C 3.26 0.20 2.81
C 3.00 -0.12 1.47
S 1.22 -0.25 0.86
C -0.04 -1.62 1.04
C -0.98 -1.53 2.19
O -1.08 -2.48 2.96
C -1.91 -0.37 2.33
C -2.05 0.64 1.38
C -3.03 1.62 1.52
C -3.91 1.58 2.60
C -3.74 0.63 3.61
C -2.77 -0.35 3.47
O 0.71 0.91 1.61
O 1.29 -0.22 -0.60
C 4.10 0.01 0.59
C 5.42 -0.13 1.09
H 6.64 -0.67 2.90
H 4.73 0.22 4.38
H 2.45 0.54 3.46
H 0.65 -2.49 1.29
H -1.38 0.66 0.51
H -3.14 2.39 0.73
H -4.69 2.34 2.70
H -4.40 0.58 4.49
H -2.64 -1.13 4.24
H 3.96 0.21 -0.49
H 6.27 -0.11 0.41
C -2.22 -1.52 -1.29
C -1.09 -2.25 -0.61
C -1.37 -3.62 -0.24
C -1.06 -4.52 0.88
C -1.54 -5.85 0.61
C -2.20 -5.82 -0.68
C -2.17 -4.48 -1.17
Fe -3.01 -4.49 0.58
C -4.59 -3.32 0.35
C -4.11 -3.25 1.70
C -4.10 -4.59 2.25
C -4.58 -5.49 1.23
C -4.88 -4.72 0.04
H -2.25 -0.45 -1.03
H -2.13 -1.61 -2.39
H -3.22 -1.95 -1.06
H -0.06 -1.94 -1.12
H -0.48 -4.26 1.75
H -1.40 -6.75 1.19
H -2.61 -6.69 -1.22
H -2.56 -4.15 -2.13
H -4.82 -2.48 -0.28
H -3.91 -2.34 2.26
H -3.90 -4.83 3.30
H -4.79 -6.55 1.37
H -5.32 -5.08 -0.88
*
```

Atomic partial charges in e from the Löwdin method, atoms 1 to 2: C -0.16; C -0.15

***

Calculated DFT total energy, -57127.497, -370429.824, -71419.459, -74723.426, -112440.335, -143592.669, -84924.010, -78706.842 eV (same order as the records).